Entry from the Open Molecules 2025 dataset: 2 unconnected molecules or ions with the total composition C8H7NO5 at a distorted geometry (ωB97M-V/def2-TZVPD).

energy relative to the best compared isomer or geometry (same formula, charge and spin): 1.300 eV
E_HOMO: 0.6 eV
E: -739.9366 hartree

The geometry in ORCA input format:
```
! wB97M-V def2-TZVPD RIJCOSX def2/J DEFGRID3
* xyz -2 1
C 0.4443 1.8423 -0.6756
C 1.3054 0.8594 -1.2193
C -0.6714 1.4060 -0.0340
C -3.0758 0.1622 0.4986
C -0.8713 -2.1328 -0.4870
C 1.1811 -0.5275 -0.8057
C -0.1946 -0.8027 -0.3696
C 1.8172 -0.1065 1.5370
N -1.0440 0.1173 -0.0007
O -3.5237 0.5455 -0.5224
O -0.2562 -3.0861 -1.0782
O -3.1695 -0.0759 1.6565
O -2.0910 -2.1548 -0.0653
O 2.3301 -0.7182 0.3026
H 0.7395 2.8515 -0.8616
H 2.0489 1.0444 -1.8945
H -1.3581 2.1803 0.1665
H 1.5059 -1.2181 -1.6774
H 0.9455 -0.7656 1.8582
H 1.4091 0.8368 1.2333
H 2.5288 -0.2578 2.4386
*
```